Formula: C4H3LiO6Tl
Source: the OMol25 dataset
Level of theory: the ωB97M-V functional and the def2-TZVPD basis

Last column: Mulliken charge in e.
CARTESIAN COORDINATES (ANGSTROEM)
H1 -0.759 0.301 -0.835  0.229
C1 -2.511 -0.401 1.223  0.826
H2 -0.326 -1.207 0.097  0.332
Li1 3.710 0.979 -2.790  0.874
C2 2.635 0.177 -1.031  1.050
O1 -1.325 0.200 1.276  -0.220
C3 0.996 0.331 0.763  -0.480
O2 -3.409 0.055 1.992  -0.607
C4 -0.320 -0.129 0.306  -0.114
O3 -2.810 -1.206 0.306  -0.644
O4 3.554 -0.509 -1.567  -0.864
O5 2.320 1.319 -1.466  -0.873
Tl1 -4.913 -0.948 1.115  0.495
H3 1.128 1.409 0.593  0.283
O6 2.028 -0.371 0.018  -0.286

Computed properties:
* multiplicity: 2
* total charge: 0
* HOMO level (alpha / beta): -9.1 / -9.1 eV
* ΔE to the lowest compared entry with this formula, charge and spin: 0.0 kJ/mol
* total energy: -21379.2247 eV


Formula: C4H3N
Source: the OMol25 dataset
Level of theory: the ωB97M-V functional and the def2-TZVPD basis

Last column: natural (NBO) charge in e.
CARTESIAN COORDINATES (ANGSTROEM)
H1 2.666 -0.312 1.036  0.247
C1 -0.132 0.008 0.010  -0.157
N1 -2.720 0.029 -0.007  -0.276
C2 2.470 -0.044 -0.013  -0.693
C3 -1.582 -0.087 0.011  0.251
C4 0.999 0.108 -0.039  0.134
H2 2.920 -0.786 -0.646  0.250
H3 2.924 0.977 -0.160  0.244

Computed properties:
* multiplicity: 1
* total charge: 0
* HOMO level: -10.9 eV
* ΔE to the lowest compared entry with this formula, charge and spin: 51.4 kJ/mol
* total energy: -5683.9745 eV


Formula: C4H3N
Source: the OMol25 dataset
Level of theory: the ωB97M-V functional and the def2-TZVPD basis

Last column: natural (NBO) charge in e.
CARTESIAN COORDINATES (ANGSTROEM)
N1 -2.378 0.143 1.432  -0.363
C1 -0.385 -1.359 0.798  -0.210
H1 1.117 1.283 -0.100  0.264
C2 0.884 0.414 -0.724  -0.730
C3 -1.505 -0.579 1.181  0.234
C4 0.263 -0.600 0.080  0.268
H2 1.797 -0.013 -1.135  0.273
H3 0.207 0.712 -1.532  0.265

Computed properties:
* multiplicity: 1
* total charge: 0
* HOMO level: -10.3 eV
* ΔE to the lowest compared entry with this formula, charge and spin: 148.0 kJ/mol
* total energy: -5682.9734 eV